(1)
2 unconnected molecules or ions with the total composition C2H4O2. Source: the Open Molecules 2025 dataset; level of theory: ωB97M-V/def2-TZVPD.

As for the total charge: 0. The calculation puts the energy above the lowest of the compared OMol25 structures with the same formula, charge and spin at 506.6 kJ/mol. For the calculated total energy, the calculation gives -228.9136 Eh. The LUMO energy (spin up / spin down) is 0.73 / 0.23 eV. The spin multiplicity is 1. For the HOMO energy (spin up / spin down), the calculation gives -8.270 / -7.538 eV. Its gap between HOMO and LUMO (spin up / spin down) is 9.00 / 7.76 eV.

Cartesian coordinates (Å):
C  -0.324  1.293  0.950
C  0.285  -0.631  -0.911
O  -0.644  2.211  0.280
O  -0.041  -1.761  -0.277
H  -0.562  1.213  2.016
H  1.197  0.098  -0.712
H  -0.557  -0.027  -1.135
H  0.646  -2.397  -0.211

(2)
2 unconnected molecules or ions with the total composition C2H4O2. Source: the Open Molecules 2025 dataset; level of theory: ωB97M-V/def2-TZVPD.

As for the total charge: 0. The calculation puts the energy above the lowest of the compared OMol25 structures with the same formula, charge and spin at 257.9 kJ/mol. For the calculated total energy, the calculation gives -229.0083 Eh. The LUMO energy is 0.55 eV. The spin multiplicity is 1. As for the SMILES: C=O.C=O. For the HOMO energy, the calculation gives -10.228 eV. Its gap between HOMO and LUMO is 10.78 eV.

Cartesian coordinates (Å):
O  3.039  -11.384  -4.102
C  3.515  -12.491  -3.731
H  4.625  -12.596  -3.687
H  2.913  -13.380  -3.424
O  1.318  -11.128  1.243
C  1.814  -10.079  1.557
H  2.498  -10.138  2.437
H  1.687  -9.075  1.086

(3)
A molecular structure, C2H4O2P. Source: the Open Molecules 2025 dataset; level of theory: ωB97M-V/def2-TZVPD.

As for the total charge: -1. The calculation puts the energy above the lowest of the compared OMol25 structures with the same formula, charge and spin at 153.9 kJ/mol. For the calculated total energy, the calculation gives -570.4518 Eh. The LUMO energy is 4.50 eV. The spin multiplicity is 1. For the HOMO energy, the calculation gives -3.575 eV. Its gap between HOMO and LUMO is 8.08 eV.

Cartesian coordinates (Å):
C  -0.715  0.996  -0.950
C  -0.396  -0.267  0.478
O  -0.053  0.800  -1.950
O  -1.650  1.713  -0.599
P  1.360  -0.342  0.937
H  -0.773  -1.278  0.491
H  -1.010  0.369  1.170
H  1.898  -0.212  -0.400
H  1.340  -1.779  0.823

(4)
A molecular structure, C2H4O2Pb. Source: the Open Molecules 2025 dataset; level of theory: ωB97M-V/def2-TZVPD.

As for the total charge: +2. The calculation puts the energy above the lowest of the compared OMol25 structures with the same formula, charge and spin at 91.9 kJ/mol. For the calculated total energy, the calculation gives -420.9863 Eh. The LUMO energy is -11.10 eV. The spin multiplicity is 1. For the HOMO energy, the calculation gives -19.845 eV. Its gap between HOMO and LUMO is 8.74 eV.

Cartesian coordinates (Å):
C  -0.446  0.407  0.173
C  -1.198  -0.499  -0.627
O  0.698  -0.230  0.376
H  -0.323  1.472  -0.039
H  -1.644  0.026  -1.480
H  -1.957  -1.019  -0.029
Pb  3.109  0.527  1.867
O  1.825  0.600  0.276
H  -0.063  -1.282  -0.518

(5)
2 unconnected molecules or ions with the total composition C2H4O2S. Source: the Open Molecules 2025 dataset; level of theory: ωB97M-V/def2-TZVPD.

As for the total charge: 0. The calculation puts the energy above the lowest of the compared OMol25 structures with the same formula, charge and spin at 495.9 kJ/mol. For the calculated total energy, the calculation gives -627.0953 Eh. The LUMO energy (spin up / spin down) is -1.04 / -0.97 eV. The spin multiplicity is 1. For the HOMO energy (spin up / spin down), the calculation gives -8.324 / -7.944 eV. Its gap between HOMO and LUMO (spin up / spin down) is 7.29 / 6.98 eV.

Cartesian coordinates (Å):
C  -1.080  -0.587  -0.124
C  0.389  -0.394  0.196
O  -0.707  -1.881  2.983
O  -1.768  0.466  -0.285
S  -1.934  -2.149  2.208
H  0.302  -0.288  1.253
H  0.726  0.506  -0.322
H  0.995  -1.374  0.060
H  -1.311  1.293  -0.243

(6)
C2H4O2S in the gas phase. Source: the Open Molecules 2025 dataset; level of theory: ωB97M-V/def2-TZVPD.

As for the total charge: 0. The calculation puts the energy above the lowest of the compared OMol25 structures with the same formula, charge and spin at 235.2 kJ/mol. For the calculated total energy, the calculation gives -627.1946 Eh. The LUMO energy is 0.63 eV. The spin multiplicity is 1. As for the SMILES: O[C@@]1(S)CO1. For the HOMO energy, the calculation gives -9.835 eV. Its gap between HOMO and LUMO is 10.47 eV.

Cartesian coordinates (Å):
C  -0.993  0.580  -0.348
C  0.188  -0.174  0.052
O  -0.588  0.400  1.001
O  -0.142  -1.759  -0.137
S  1.893  0.293  -0.102
H  -0.912  1.585  -0.733
H  -1.859  -0.001  -0.637
H  0.657  -2.225  0.129
H  1.757  1.301  0.776